1.
The following is a DFT calculation (the ωB97M-V functional and the def2-TZVPD basis) of a 7-piece molecular cluster, C4H23N2O7 overall.

Output
- 2S+1 = 1
- energy relative to the best compared isomer or geometry (same formula, charge and spin) (kcal per mole) = 81.63
- frontier orbital gap (eV) = 9.4
- total charge = +1
- calculated total energy (Eh) = -802.1418

Geometry (Å):
N: 1.4444 0.0758 -0.4950
C: 0.5421 -0.5923 0.5316
C: -0.4021 0.4030 1.2255
N: -1.1908 1.2701 0.3219
C: -2.2490 0.5325 -0.4342
C: -1.6906 0.5515 -1.8419
O: -0.6988 -0.1038 -2.0456
H: 1.4652 1.0821 -0.3364
H: 1.1615 -0.2481 -1.4343
H: 2.3979 -0.2389 -0.3777
H: -0.0566 -1.4063 0.0809
H: 1.0971 -1.0506 1.3429
H: 0.2370 1.1164 1.8347
H: -1.0761 -0.0404 2.0181
H: -1.5455 2.0060 0.9352
H: -2.6173 -0.4268 -0.0125
H: -3.1154 1.3015 -0.3617
H: -2.2600 1.1682 -2.5880
H: -0.8159 -4.8510 -0.3321
H: -0.2951 -3.8256 -1.1380
O: -0.6605 -3.8896 -0.2379
H: -2.0953 -1.9128 1.6594
H: -3.3106 -1.7807 2.3975
O: -2.7067 -1.1957 1.9121
H: 3.8017 -0.1400 -2.9144
H: 3.6576 1.3720 -2.6460
O: 3.2733 0.5124 -2.4447
H: 0.7905 3.4156 -0.0952
H: 2.2840 3.3735 0.1019
O: 1.5445 2.8196 -0.1776
H: 2.4548 -3.2390 -0.0186
H: 3.4285 -2.9940 -1.1765
O: 2.6824 -2.6065 -0.7084
H: -1.9340 3.8374 2.0211
H: -2.0870 2.5709 2.9502
O: -1.4553 3.1337 2.4839

***

2.
The following is a DFT calculation (the ωB97M-V functional and the def2-TZVPD basis) of a 8-piece molecular cluster, C4H23NO9 overall.

Output
- 2S+1 = 1
- energy relative to the best compared isomer or geometry (same formula, charge and spin) (kcal per mole) = 109.63
- frontier orbital gap (eV) = 8.6
- calculated total energy (Eh) = -898.0283
- SMILES = CN[C@@H](C=O)CO.O.O.O.O.O.O.O

Geometry (Å):
C: -0.1044 0.4090 -3.4071
N: -0.9509 1.3157 -2.6368
C: -0.4526 1.7745 -1.3311
C: -0.2708 0.6162 -0.3676
O: -1.0119 -0.3429 -0.3423
C: 0.6967 2.7443 -1.5071
O: 0.6760 3.8166 -0.5525
H: -0.2053 0.5855 -4.4696
H: 0.9142 0.6520 -3.0923
H: -0.2202 -0.6507 -3.1421
H: -1.9220 1.0374 -2.6137
H: -1.3289 2.3511 -1.0052
H: 0.7877 0.5542 -0.0484
H: 0.5724 3.3243 -2.4169
H: 1.6803 2.2646 -1.4898
H: 0.9986 3.5299 0.3091
O: -3.3009 -0.6672 -1.7222
H: -2.3607 -0.6969 -1.4589
H: -3.7278 -0.8081 -0.8698
O: 0.2917 -3.2686 1.7582
H: 1.1856 -2.9087 1.8156
H: -0.0380 -3.1337 2.6601
O: -2.5920 -1.3886 1.1950
H: -1.6371 -1.2409 1.0730
H: -2.8085 -2.3162 1.0742
O: 2.8272 -1.4417 1.8745
H: 2.4556 -2.2739 2.1800
H: 3.6950 -1.6962 1.5427
O: 2.5336 1.1588 2.2803
H: 3.4766 1.2151 2.1148
H: 2.1869 0.4719 1.7057
O: -1.0841 -1.8596 3.9924
H: -1.5191 -2.6139 3.5797
H: -1.1995 -1.1290 3.3734
O: 2.0576 -0.6377 -0.8789
H: 1.7135 -1.4326 -1.2999
H: 2.7404 -0.2758 -1.4526

***

3.
The following is a DFT calculation (the ωB97M-V functional and the def2-TZVPD basis) of C4H24B2CuN8O4 as an isolated structure.

Output
- 2S+1 = 2
- energy relative to the best compared isomer or geometry (same formula, charge and spin) (kcal per mole) = 30.67
- frontier orbital gap (alpha / beta) (eV) = 8.4 / 7.5
- calculated total energy (Eh) = -2595.9599
- expectation value of S² = 0.75

Geometry (Å):
Cu: -28.8683 8.7714 12.4315
B: -29.6989 8.5629 14.6131
H: -29.8252 9.5858 15.1376
H: -30.0555 7.7598 15.3528
H: -30.3231 8.5364 13.6734
H: -28.6040 8.4752 14.3670
B: -26.8857 7.3199 12.7068
H: -26.2170 7.3235 13.6430
H: -26.3041 6.5951 12.0210
H: -27.9542 7.0588 12.9475
H: -26.8979 8.3483 12.2360
C: -30.2631 6.2839 10.8868
O: -29.9511 7.3989 11.3111
N: -29.8195 5.1453 11.4889
N: -30.7809 6.1212 9.6625
H: -29.0257 5.2805 12.1007
H: -30.0847 4.2339 11.1731
H: -30.9738 6.9265 9.0950
H: -30.8035 5.2046 9.2603
C: -27.2089 8.7865 9.4271
O: -28.0923 8.9991 10.2630
N: -27.0112 9.5337 8.2866
N: -26.2163 7.9050 9.6560
H: -26.4403 9.1591 7.5546
H: -27.8587 10.0469 8.0865
H: -25.4730 7.6790 9.0270
H: -26.3412 7.4246 10.5512
C: -27.4407 11.4495 13.7507
O: -27.5676 10.4991 12.9835
N: -28.4388 12.0664 14.4113
N: -26.2117 11.9659 14.0499
H: -28.2927 12.7698 15.1052
H: -29.2488 11.4586 14.5017
H: -26.1582 12.9427 14.2753
H: -25.3319 11.5469 13.8097
C: -31.4060 10.6048 11.3836
O: -30.3071 10.3506 11.8807
N: -31.6019 11.7126 10.6394
N: -32.5376 9.9795 11.8246
H: -30.8433 12.1524 10.1518
H: -32.5236 11.7982 10.2443
H: -32.3616 9.1134 12.3095
H: -33.3937 10.1744 11.3396

***

4.
The following is a DFT calculation (the ωB97M-V functional and the def2-TZVPD basis) of C4H24BF4N8O8 as an isolated structure.

Output
- 2S+1 = 1
- energy relative to the best compared isomer or geometry (same formula, charge and spin) (kcal per mole) = 35.95
- frontier orbital gap (eV) = 8.5
- total charge = -1
- calculated total energy (Eh) = -1630.6852

Geometry (Å):
B: -10.9450 4.6004 21.5577
F: -11.2055 3.4640 20.8286
F: -9.7245 5.0734 21.1806
F: -11.8988 5.6453 21.4574
F: -10.9442 4.2353 22.8825
O: -12.9666 6.6972 20.1994
H: -13.2498 5.7961 20.3543
H: -12.1562 6.7838 20.7013
O: -8.2978 5.2763 19.8807
H: -8.9228 5.0724 20.5765
H: -8.7849 5.1295 19.0699
O: -9.1540 2.5510 21.5661
H: -9.4904 3.4061 21.8343
H: -9.4933 2.4269 20.6797
O: -11.9153 2.3501 22.0558
H: -11.3154 1.8901 22.6429
H: -11.7067 3.2764 22.1771
C: -14.5647 4.9776 22.0696
O: -15.7214 5.0579 22.1142
N: -13.8309 4.2915 21.2048
N: -13.9632 5.7834 22.8852
H: -14.2945 3.5022 20.7779
H: -12.8536 4.2284 21.4518
H: -14.6046 6.2852 23.4827
H: -13.0426 5.4681 23.1557
C: -10.2830 5.7956 18.1709
O: -10.0133 6.8161 18.8141
N: -10.3751 5.5893 16.8869
N: -10.7069 4.7010 18.7136
H: -10.7801 4.7946 16.4131
H: -9.8724 6.3062 16.3835
H: -11.1222 4.0580 18.0547
H: -11.0611 4.6331 19.6570
C: -10.8229 1.1765 19.5285
O: -10.4631 0.1693 18.9989
N: -10.2647 2.3522 19.6201
N: -11.9273 1.2691 20.0903
H: -9.4668 2.4999 19.0187
H: -10.8263 3.1059 19.9897
H: -12.4386 2.1338 20.1954
H: -12.3519 0.3630 20.2275
C: -8.2361 4.2259 23.8425
O: -7.4059 4.6455 24.6302
N: -8.8160 4.9995 23.0388
N: -8.5988 2.9762 23.6390
H: -9.7226 4.7587 22.6644
H: -8.5059 5.9243 23.3011
H: -8.0501 2.3761 24.2380
H: -9.0994 2.7198 22.8001

***

5.
The following is a DFT calculation (the ωB97M-V functional and the def2-TZVPD basis) of a 7-piece molecular cluster, C4H24N2O6 overall.

Output
- 2S+1 = 1
- energy relative to the best compared isomer or geometry (same formula, charge and spin) (kcal per mole) = 37.58
- frontier orbital gap (eV) = 9.3
- calculated total energy (Eh) = -727.7061
- SMILES = C[C@@H](N)CCN.O.O.O.O.O.O

Geometry (Å):
C: -1.5273 -0.1276 1.3746
C: -0.5155 -0.8767 0.5032
N: 0.7186 -1.0221 1.2685
C: -1.1349 -2.2089 0.0246
C: -0.0683 -3.1744 -0.4614
N: 0.5451 -2.8207 -1.7610
H: -2.5519 0.0587 1.0529
H: -1.6973 -0.6013 2.3531
H: -1.0868 0.8552 1.4394
H: -0.1643 -0.3562 -0.4142
H: 1.4780 -1.4539 0.7570
H: 0.5641 -1.5464 2.1242
H: -1.9054 -1.8317 -0.6667
H: -1.7875 -2.7694 0.7202
H: 0.7691 -3.4507 0.1683
H: -0.4781 -4.1878 -0.7060
H: 0.6592 -1.8162 -1.8738
H: 0.2678 -3.2530 -2.6210
O: 3.1982 0.6520 2.5631
H: 2.3866 0.2338 2.2232
H: 2.7571 1.3382 3.0795
O: 0.4883 3.1930 1.6295
H: -0.4553 3.2612 1.4163
H: 0.3858 2.5827 2.3716
O: 1.1761 0.7929 -2.4172
H: 1.6326 1.6289 -2.2175
H: 1.6314 0.1844 -2.9952
O: -2.0158 0.6078 -2.0420
H: -1.1189 0.7705 -1.6875
H: -1.7365 0.8387 -2.9422
O: -2.5700 2.3371 0.0677
H: -1.9654 1.5861 0.0293
H: -2.7511 2.4377 -0.8813
O: 2.2667 2.5282 -0.8100
H: 1.8702 3.3833 -0.6560
H: 2.7352 2.2266 -0.0132